An isolated molecule of C8H8 in a non-equilibrium geometry. Source: OMol25; level of theory: the ωB97M-V functional and the def2-TZVPD basis.

Frontier orbital gap: 8.856 eV
Energy above the lowest of the compared OMol25 structures with the same formula, charge and spin: 407.87 kJ/mol
LUMO energy: 0.005 hartree
Total energy: -309.4584 a.u.
Charge: 0
Structure (SMILES): C#CC(=C)/C=C\C=C

Atoms and positions in Å:
C -3.40 0.08 0.36
C -2.31 0.14 -0.19
C 2.04 -0.39 0.62
C 0.78 -0.92 1.05
C 2.24 0.73 0.02
C -0.46 0.73 -1.58
C -0.41 -1.00 0.44
C -0.95 -0.03 -0.58
H -4.39 0.25 0.71
H 2.95 -0.93 0.87
H 0.96 -1.62 1.79
H 3.29 1.08 -0.15
H 1.48 1.46 -0.23
H 0.55 0.76 -1.81
H -1.17 1.22 -2.32
H -1.22 -1.57 1.00

---

A cluster of 2 separate species, C8H8 in total in a non-equilibrium geometry. Source: OMol25; level of theory: the ωB97M-V functional and the def2-TZVPD basis.

Frontier orbital gap: 10.157 eV
Energy above the lowest of the compared OMol25 structures with the same formula, charge and spin: 274.83 kJ/mol
LUMO energy: 0.034 hartree
Total energy: -309.5091 a.u.
Charge: 0
Structure (SMILES): c1ccccc1.C#C

Atoms and positions in Å:
C 1.12 -0.48 -0.93
C 0.61 -0.03 0.30
C 0.88 -0.58 1.53
C 1.81 -1.58 1.63
C 2.58 -1.99 0.48
C 2.12 -1.58 -0.81
C -4.49 2.54 -1.03
C -4.54 3.74 -1.05
H 0.64 -0.28 -1.93
H -0.21 0.65 0.18
H 0.34 -0.10 2.26
H 2.14 -1.94 2.57
H 3.33 -2.66 0.59
H 2.77 -2.00 -1.71
H -4.51 1.48 -1.03
H -4.56 4.81 -1.06

---

An isolated molecule of C8H8 in a non-equilibrium geometry. Source: OMol25; level of theory: the ωB97M-V functional and the def2-TZVPD basis.

Frontier orbital gap: 8.559 eV
Energy above the lowest of the compared OMol25 structures with the same formula, charge and spin: 210.11 kJ/mol
LUMO energy: 0.024 hartree
Total energy: -309.5338 a.u.
Charge: 0
Structure (SMILES): C1=C[C@H]2CC=CC2=C1

Atoms and positions in Å:
C 0.51 0.47 -1.46
C -0.48 -0.70 -1.96
C -1.04 -1.25 -0.85
C -0.62 -0.56 0.40
C -0.14 -0.84 1.68
C 0.56 0.42 2.15
C 0.62 1.26 1.10
C -0.14 0.74 -0.03
H 1.52 0.00 -1.43
H 0.42 1.27 -2.07
H -0.36 -0.98 -2.98
H -1.65 -2.16 -0.87
H -0.40 -1.81 2.19
H 0.90 0.66 3.22
H 1.37 2.12 1.20
H -1.07 1.37 -0.29

---

A structure of composition C8H8AsAuO7S2 in a non-equilibrium geometry. Source: OMol25; level of theory: the ωB97M-V functional and the def2-TZVPD basis.

Frontier orbital gap: 7.285 eV
Energy above the lowest of the compared OMol25 structures with the same formula, charge and spin: 0.00 kJ/mol
LUMO energy: 0.187 hartree
Total energy: -4004.2802 a.u.
Charge: -2

Atoms and positions in Å:
Au -0.06 2.16 0.29
O -1.41 -1.49 2.45
As -1.69 -0.85 0.85
O -3.18 -1.33 0.37
O -1.54 0.82 0.83
C -0.41 -1.69 -0.37
C -1.00 -2.06 -1.57
C -0.27 -2.66 -2.58
C 1.08 -2.93 -2.39
C 1.68 -2.58 -1.19
C 0.95 -1.97 -0.18
S 1.81 -1.59 1.36
O 1.25 -2.55 2.32
O 3.22 -1.82 1.07
O 1.45 -0.22 1.66
H -0.47 -1.74 2.56
H -2.06 -1.87 -1.69
H -0.75 -2.93 -3.52
H 1.66 -3.39 -3.17
H 2.73 -2.77 -1.01
S 1.31 3.83 -0.50
C -1.06 5.05 0.45
C 0.24 4.38 0.87
O 0.66 4.56 1.99
H -1.17 5.96 1.04
H -1.91 4.39 0.66
H -1.04 5.26 -0.61